The following is a DFT calculation (ωB97M-V/def2-TZVPD) of a 9-piece molecular cluster, C16H39BF4N3O5 overall at a distorted geometry.

As for the LUMO energy: 2.478 eV. The frontier orbital gap is 9.96 eV. The charge is -1. The HOMO energy is -7.483 eV. As for the energy above the lowest of the compared OMol25 structures with the same formula, charge and spin: 1.981 eV. As for the total energy: -1597.80852 Eh.

Structure (XYZ):
```
68
C16H39BF4N3O5 (ωB97M-V/def2-TZVPD)
B 69.7980 74.0560 69.7810
F 71.0020 74.2330 70.3190
F 68.8770 74.6650 70.6390
F 69.6810 74.8290 68.6240
F 69.4820 72.7130 69.7260
C 74.3050 73.2470 68.9500
C 74.3270 74.0090 67.6570
N 74.3530 74.7290 66.7550
H 74.7600 72.1840 68.9240
H 74.7350 74.0060 69.6290
H 73.3160 73.2520 69.4030
C 71.2770 73.3980 66.4670
C 71.2630 73.8450 64.9500
N 71.2320 74.1300 63.8430
H 72.0130 72.7620 66.3810
H 71.4620 74.3810 67.1340
H 70.4300 73.0580 66.8270
C 69.3410 69.4800 69.2240
C 69.1750 67.9850 68.8600
N 69.0980 66.8120 68.6320
H 68.5610 69.9330 69.6950
H 70.3750 69.7490 69.6900
H 69.3860 69.9660 68.1660
C 70.2680 76.1460 74.4720
C 68.8540 76.2780 73.9510
O 68.8400 77.3010 72.8920
H 70.4770 75.4930 75.1910
H 70.6680 77.1790 74.8380
H 71.0000 75.9860 73.8030
H 68.0770 76.5030 74.6100
H 68.4540 75.3930 73.4350
H 69.3130 76.8430 72.1740
C 71.9030 71.0890 73.6260
C 70.8620 71.7770 72.7300
O 71.4130 71.5730 71.4510
H 72.7960 71.6720 73.5900
H 71.5550 70.0620 73.3070
H 71.7010 71.0660 74.6340
H 70.7410 72.7770 73.2090
H 69.8960 71.2260 72.8080
H 70.8650 71.8750 70.8090
C 66.2470 75.8170 65.8330
C 67.8170 75.6270 65.9230
O 67.8780 74.4780 66.5870
H 65.8960 74.9830 65.3450
H 65.8500 76.6880 65.2950
H 65.8730 75.9460 66.6660
H 67.9530 76.6530 66.3510
H 68.1160 75.5130 64.9320
H 68.6810 74.4310 66.8680
C 70.7450 78.9670 70.3730
C 70.5700 77.4650 69.9640
O 71.0490 76.7050 71.0710
H 71.9190 79.0700 70.3830
H 70.0600 79.0710 71.2720
H 70.3160 79.4900 69.4670
H 71.1930 77.3990 69.1350
H 69.5090 77.0440 69.7980
H 71.0550 75.8960 70.6430
C 65.4650 72.1010 72.4540
C 66.8060 72.7270 72.2640
O 67.5080 71.8850 71.3560
H 65.2690 71.3350 73.0840
H 64.8820 71.9930 71.6170
H 64.9160 72.7530 73.0040
H 67.3150 72.6770 73.2100
H 66.6440 73.8310 71.9090
H 68.1470 72.5440 70.8930
```

***

The following is a DFT calculation (ωB97M-V/def2-TZVPD) of a 2-piece molecular cluster, C38H35N2O overall at a distorted geometry.

As for the LUMO energy: -4.969 eV. The frontier orbital gap is 3.54 eV. The charge is +1. The HOMO energy is -8.504 eV. As for the total energy: -1653.48579 Eh.

Structure (XYZ):
```
76
C38H35N2O (ωB97M-V/def2-TZVPD)
C 3.9067 -3.0124 3.3990
C 2.6180 -3.2713 3.8856
C 1.6166 -2.3112 3.7630
C 1.8971 -1.0581 3.1724
C 0.8346 -0.0650 2.9773
C -0.4822 -0.5149 2.6928
C -1.6047 0.2708 2.5185
C -2.9552 -0.2195 2.6352
C -4.0082 0.7081 2.8504
C -5.3131 0.2740 3.0452
C -5.6087 -1.0978 3.0073
C -4.5825 -2.0248 2.7790
C -3.2679 -1.5988 2.6049
C 1.1830 1.3548 3.0570
C 0.6018 2.3299 2.2213
C 0.8990 3.6844 2.3768
C 1.8495 4.0885 3.3219
C 2.4880 3.1309 4.1223
C 2.1614 1.7853 3.9927
C 3.2166 -0.7934 2.7316
C 4.1997 -1.7749 2.8114
H 4.6858 -3.7703 3.4803
H 2.3891 -4.2275 4.3569
H 0.6130 -2.4978 4.1525
H -0.5964 -1.5958 2.5999
H -1.5098 1.3524 2.5989
H -3.7536 1.7710 2.8984
H -6.0961 1.0079 3.2465
H -6.6344 -1.4408 3.1592
H -4.8082 -3.0926 2.7479
H -2.4725 -2.3318 2.4629
H -0.0565 2.0097 1.4067
H 0.3790 4.4138 1.7503
H 2.0916 5.1460 3.4330
H 3.2403 3.4336 4.8528
H 2.6510 1.0431 4.6293
H 3.4578 0.1859 2.3102
H 5.1935 -1.5650 2.4143
C -2.4164 2.4301 -0.0518
O -2.6126 1.0020 -0.0904
C -1.7169 0.1307 -0.5516
C -0.4127 0.5716 -1.0664
C 0.7352 0.3405 -0.2955
C 1.9746 0.8220 -0.6971
C 2.0889 1.4600 -1.9359
C 0.9636 1.6266 -2.7517
C -0.2923 1.2054 -2.3197
C -2.1746 -1.1871 -0.7471
N -1.4428 -2.2926 -1.0861
C -0.0804 -2.3431 -1.5686
C -2.2460 -3.4297 -1.0061
C -3.5190 -3.0052 -0.6811
C -4.5321 -3.8944 -0.3376
C -4.2001 -5.2588 -0.3340
C -2.9071 -5.6933 -0.6779
C -1.9014 -4.7792 -1.0306
N -3.4680 -1.6202 -0.5820
C -4.6217 -0.7865 -0.3655
H -3.3177 2.8615 -0.4935
H -2.3339 2.7249 0.9994
H -1.5225 2.7379 -0.6086
H 0.6028 -0.2378 0.6179
H 2.8381 0.6788 -0.0449
H 3.0660 1.8179 -2.2660
H 1.0561 2.0942 -3.7344
H -1.1986 1.3368 -2.9180
H 0.0739 -3.3612 -1.9340
H 0.0686 -1.6362 -2.3967
H 0.6473 -2.1411 -0.7719
H -5.5181 -3.5212 -0.0650
H -4.9512 -5.9989 -0.0565
H -2.6893 -6.7620 -0.6607
H -0.8882 -5.0799 -1.2987
H -5.4974 -1.4307 -0.4672
H -4.6066 -0.3579 0.6424
H -4.6670 0.0094 -1.1175
```